{
  "formula": "C33H54AsClFeIN2OSi3",
  "method": "ωB97M-V/def2-TZVPD",
  "total_charge": 1,
  "spin_multiplicity": 5,
  "total_energy_ev": -179604.856,
  "molar_mass_g_mol": 872.19,
  "de_lowest_kj_mol": 131.4,
  "homo_lumo_gap_ev": [7.249, 7.188],
  "s2": 6.011,
  "elements": ["Fe", "C", "C", "C", "C", "C", "C", "C", "C", "C", "C", "C", "C", "H", "H", "H", "H", "H", "H", "H", "H", "H", "H", "H", "H", "H", "H", "H", "H", "H", "H", "Cl", "C", "C", "C", "I", "C", "O", "C", "N", "C", "C", "C", "C", "H", "H", "H", "H", "C", "C", "C", "N", "H", "H", "H", "H", "H", "C", "Si", "C", "C", "As", "Si", "C", "C", "C", "Si", "C", "C", "C", "H", "H", "H", "H", "H", "H", "H", "H", "H", "H", "H", "H", "H", "H", "H", "H", "H", "H", "H", "H", "H", "H", "H", "H", "H", "H", "H"],
  "positions_angstrom": [[10.7068, 10.3270, 10.2231], [9.9060, 14.5292, 9.3693], [9.4689, 13.4571, 10.2555], [8.8529, 12.3092, 9.7708], [8.6438, 12.0955, 8.2224], [8.1979, 11.3107, 10.6224], [7.2265, 10.2845, 10.0993], [8.4216, 11.4220, 11.9814], [7.7235, 10.5312, 13.0171], [9.2284, 12.5174, 12.5127], [9.5874, 12.4234, 13.9665], [9.6866, 13.5360, 11.6616], [10.3527, 14.7464, 12.2058], [10.9852, 14.5262, 9.1670], [9.6966, 15.5312, 9.8209], [9.3538, 14.5029, 8.4985], [7.6144, 12.1408, 7.9866], [8.9330, 11.1205, 7.9992], [9.2390, 12.7392, 7.5494], [7.2842, 9.3822, 10.7575], [7.4331, 9.9718, 9.0502], [6.2339, 10.6855, 10.2152], [7.1075, 11.1551, 13.6735], [8.4531, 9.8775, 13.5978], [6.9751, 9.8286, 12.5788], [9.9118, 11.4599, 14.1823], [8.7064, 12.6592, 14.6075], [10.4458, 13.0898, 14.1810], [11.2860, 14.8886, 11.6857], [10.4732, 14.6516, 13.2669], [9.6633, 15.6574, 12.0429], [8.7578, 3.8838, 11.1453], [9.1153, 5.4990, 11.5617], [9.7934, 5.8460, 12.6982], [10.3181, 7.1735, 12.8877], [10.7358, 7.6309, 14.8453], [10.3411, 8.0501, 11.7848], [10.9407, 9.2011, 11.8567], [9.5380, 7.6647, 10.6449], [9.6811, 8.5600, 9.5755], [9.3461, 8.1874, 8.3374], [8.7670, 6.9030, 8.1215], [8.4828, 6.0806, 9.1460], [8.9592, 6.4293, 10.4461], [10.1360, 5.0669, 13.4084], [9.5707, 8.8205, 7.5179], [8.5607, 6.6775, 7.0631], [8.0847, 5.1395, 8.9632], [13.5779, 12.6335, 14.2351], [12.9045, 11.2445, 13.8350], [12.5223, 11.2675, 12.4442], [12.0854, 11.5972, 11.4203], [13.4715, 12.8521, 15.2916], [13.0778, 13.4098, 13.6606], [14.6897, 12.6216, 13.9016], [11.9521, 11.0937, 14.4372], [13.6424, 10.4525, 14.0726], [15.7826, 12.4332, 7.6973], [14.4971, 12.1855, 9.0038], [13.8626, 13.8092, 9.7520], [15.3380, 11.1706, 10.3480], [12.6421, 10.9376, 8.3864], [12.4726, 11.3972, 6.0966], [10.7768, 10.7643, 5.4075], [12.5257, 13.2366, 5.8288], [13.8266, 10.6489, 5.0370], [13.3964, 8.6901, 8.2312], [15.1302, 8.4912, 7.5696], [12.2577, 7.8449, 6.9777], [13.3899, 8.0124, 9.9641], [16.5602, 13.0047, 8.2207], [15.4785, 12.8623, 6.7670], [16.1641, 11.3882, 7.5301], [13.1531, 13.6561, 10.5472], [13.4547, 14.4626, 8.9390], [14.6525, 14.4226, 10.1408], [15.9287, 11.7964, 11.0378], [15.9163, 10.3443, 9.9727], [14.6912, 10.6354, 11.0294], [9.9667, 11.1561, 6.0071], [10.6308, 9.6596, 5.3692], [10.6200, 11.1657, 4.3932], [12.1065, 13.5503, 4.9048], [13.6007, 13.5545, 5.8907], [11.9325, 13.7384, 6.6425], [13.8492, 9.5882, 4.9858], [14.7646, 11.0862, 5.2874], [13.5358, 10.9343, 3.9826], [15.0680, 8.8092, 6.4973], [15.4411, 7.3931, 7.4574], [15.9513, 9.0153, 8.0737], [12.8263, 7.6212, 6.1071], [11.3599, 8.3812, 6.8053], [12.0637, 6.8529, 7.3581], [13.3224, 8.7814, 10.7606], [14.2640, 7.3948, 10.1669], [12.4848, 7.4129, 10.1180]]
}